No. 1
ORCA calculation (ωB97M-V/def2-TZVPD) on one molecule with the formula C4H7NO2.

Calculated values
HOMO-LUMO gap = 10.8 eV
HOMO = -9.890 eV
Spin multiplicity = 1
E_tot = -9843.6635 eV
Energy relative to the best compared isomer or geometry (same formula, charge and spin) = 348.9 kJ/mol

CARTESIAN COORDINATES (ANGSTROEM)
O 2.033 -0.952 0.045
O -1.901 1.152 0.971
N -0.581 1.047 0.572
C 1.038 -0.154 -0.583
C 2.157 0.465 0.115
C -0.344 -0.063 -0.017
C -1.388 -1.110 -0.276
H 1.981 0.880 1.105
H 2.962 0.926 -0.456
H -2.259 -0.643 -0.750
H -1.743 -1.548 0.663
H 1.063 -0.217 -1.674
H -1.945 2.063 1.290
H -1.009 -1.910 -0.916

No. 2
ORCA calculation (ωB97M-V/def2-TZVPD) on a 3-piece molecular cluster, C5H13NO2 overall at a distorted geometry.

Calculated values
HOMO-LUMO gap = 10.0 eV
HOMO = -9.570 eV
Spin multiplicity = 1
E_tot = -10979.3055 eV
Energy relative to the best compared isomer or geometry (same formula, charge and spin) = 248.3 kJ/mol

CARTESIAN COORDINATES (ANGSTROEM)
O -1.685 2.275 -0.706
O -1.889 -1.921 2.388
N 0.158 0.057 1.074
C -0.260 -1.503 -0.621
C 0.515 1.206 1.446
C 1.561 0.270 -0.997
C 1.867 -0.277 -2.414
C 0.436 -0.455 -0.208
H -1.006 -1.946 0.033
H -2.808 -1.566 2.315
H 1.185 1.904 0.936
H 2.932 -0.391 -2.592
H -2.114 1.527 -0.313
H -0.206 -2.046 -1.547
H 1.188 1.275 -1.146
H 0.295 1.480 2.475
H 2.412 0.158 -0.327
H 1.363 0.325 -3.165
H -0.747 2.057 -0.769
H -1.360 -1.116 2.479
H 1.462 -1.282 -2.482

No. 3
ORCA calculation (ωB97M-V/def2-TZVPD) on C10H11NO as an isolated structure at a distorted geometry.

Calculated values
HOMO-LUMO gap = 8.8 eV
HOMO = -8.054 eV
Spin multiplicity = 1
E_tot = -14081.1381 eV
Energy relative to the best compared isomer or geometry (same formula, charge and spin) = 525.9 kJ/mol

CARTESIAN COORDINATES (ANGSTROEM)
O 1.630 2.230 -0.203
N 0.740 -0.004 -0.341
C -1.500 1.150 -0.017
C -0.649 -0.008 -0.083
C -2.882 1.252 0.268
C -3.471 -0.097 0.105
C -1.408 -1.163 -0.019
C 3.095 0.054 0.409
C -2.688 -1.336 0.012
C 1.308 -1.340 0.032
C 2.839 -1.286 -0.130
C 1.816 1.043 -0.041
H -0.952 -2.375 -0.513
H -0.926 2.083 -0.483
H 1.038 -1.580 1.139
H 3.247 0.039 1.599
H 3.068 -1.612 -1.117
H 4.141 0.581 0.165
H -3.164 -2.266 0.084
H -3.444 2.084 0.175
H 3.551 -1.781 0.579
H 1.029 -2.190 -0.705
H -4.576 -0.413 -0.123

No. 4
ORCA calculation (ωB97M-V/def2-TZVPD) on a 13-piece molecular cluster, H27O13 overall at a distorted geometry.

Calculated values
HOMO-LUMO gap = 10.4 eV
HOMO = -13.547 eV
Total charge = +1
Spin multiplicity = 1
E_tot = -27046.2971 eV
Energy relative to the best compared isomer or geometry (same formula, charge and spin) = 460.9 kJ/mol

CARTESIAN COORDINATES (ANGSTROEM)
O 0.703 1.997 3.969
O 1.168 -2.853 0.865
O 0.065 -0.953 -3.736
O 2.906 -0.249 -2.242
O -0.445 3.473 -0.515
O 2.209 2.782 -1.551
O -2.362 -1.967 -2.739
O -1.535 1.532 -1.944
O -0.676 -2.511 2.847
O -2.027 -0.311 2.838
O -1.797 -3.046 0.119
O 2.539 1.524 1.555
O -1.130 1.675 0.760
H -1.967 -0.547 3.848
H -1.463 1.470 -2.913
H 1.848 1.284 2.104
H -1.654 -1.300 2.541
H 0.353 3.104 -1.028
H 2.826 2.668 -2.268
H 3.068 2.174 1.931
H 1.760 -1.968 1.076
H -0.191 -0.867 -4.661
H 1.042 -0.785 -3.351
H 0.015 -2.762 2.362
H -0.732 0.742 0.754
H -1.847 1.672 1.332
H 2.555 2.094 -0.991
H -3.031 -2.563 -2.593
H -1.615 -2.699 -0.689
H -1.443 -3.127 3.062
H -1.144 2.850 -1.163
H 2.675 0.451 -2.771
H -0.240 1.773 4.106
H 1.157 1.224 4.303
H 2.313 -0.510 -1.471
H -1.051 -3.281 0.498
H -2.449 1.179 -1.961
H -0.340 2.721 0.296
H 1.599 -3.612 0.676
H -1.662 -2.477 -3.255